Entry 1:
Molecular formula: C36H80N6O5
Method: DFT, ωB97M-V/def2-TZVPD

Structure (XYZ):
```
127
Properties=species:S:1:pos:R:3:forces:R:3
N -1.366301 0.463596 0.044665 -0.5 -0.5 0.8
O -1.731594 1.644039 -0.107689 0.2 -0.1 -0.2
O -0.153367 0.148856 -0.012372 0.6 0.4 -0.3
O -2.189582 -0.437061 0.310818 0.0 0.3 -0.4
C 2.732872 1.570105 1.553397 0.2 -0.2 -0.7
C 2.173739 2.773030 2.226332 -0.1 -1.4 2.2
O 1.174626 2.838540 2.850617 0.0 0.7 -0.7
N 3.231629 3.869538 2.455934 0.3 1.3 -0.2
H 4.050229 3.428872 2.875259 0.0 -0.2 0.4
H 3.612541 4.160852 1.555731 -0.1 0.2 -0.3
C 2.826488 5.107458 3.273188 -0.8 -0.5 -0.2
H 2.919803 1.827177 0.508832 0.1 -0.3 -0.1
H 2.078486 0.702991 1.626117 -0.6 0.5 -0.2
H 3.657319 1.209597 2.009813 0.3 0.6 0.0
H 3.688619 5.723193 3.515686 0.1 -0.3 0.0
H 2.277762 4.765725 4.148272 0.4 -0.1 0.1
H 2.097638 5.692649 2.715933 0.2 -0.1 -0.3
C -5.532926 0.242259 0.609786 -0.1 0.4 0.7
C -5.860311 -1.048945 -0.185201 0.6 2.2 -0.6
C -5.369919 -0.895040 -1.626460 0.6 -1.5 -1.1
C -5.185744 -2.260654 -2.408980 -0.8 1.5 0.7
C -4.194645 -3.089200 -1.633425 0.9 -0.1 0.0
C -4.588478 -3.408422 -0.159602 1.2 -0.7 -1.7
N -5.067596 -2.146071 0.487993 -3.4 -1.2 4.7
O -5.245610 -2.212432 1.717541 1.5 0.4 -4.1
C -3.424729 -3.939947 0.664286 0.5 1.0 0.5
C -5.726061 -4.409022 -0.160824 -2.2 -0.7 0.0
C -7.380989 -1.306997 -0.087877 -0.8 -0.8 -0.3
H -4.492963 0.567525 0.657421 0.3 -0.8 -0.3
H -5.876587 0.125578 1.637196 -0.1 0.0 0.0
H -6.025989 1.133357 0.220721 -0.5 -0.4 -0.4
H -4.350411 -0.505511 -1.651274 -0.1 0.5 0.4
H -6.012398 -0.219467 -2.188485 -0.1 0.0 0.2
H -4.799589 -2.014225 -3.397732 0.1 -0.1 0.0
H -6.147176 -2.741470 -2.592755 0.1 -0.2 0.2
H -3.219039 -2.592834 -1.612794 -0.1 0.5 0.2
H -3.924715 -3.970667 -2.218052 -0.5 -0.6 0.5
H -2.845973 -4.712228 0.161972 -0.5 -0.3 -0.1
H -3.784548 -4.228356 1.649839 0.1 -0.4 -0.1
H -2.713008 -3.127458 0.834469 0.0 0.1 0.0
H -6.203881 -4.681787 0.782086 0.6 0.4 0.5
H -5.469447 -5.377136 -0.592377 0.8 0.3 -0.1
H -6.597735 -4.112595 -0.748636 0.2 0.4 -0.3
H -7.752748 -1.734281 0.843439 0.5 0.0 0.2
H -7.769109 -1.942024 -0.886438 0.4 -0.3 0.0
H -7.985984 -0.409047 -0.216755 0.7 0.5 0.0
C -3.295791 4.764880 1.779870 -0.2 -0.5 -0.1
C -1.941723 5.426511 1.528929 -0.3 0.2 -0.7
C -1.888831 5.868905 0.034070 0.9 -1.3 0.5
N -0.455504 5.945080 -0.573804 -0.9 1.5 0.7
C 0.244747 6.978664 0.250160 0.3 -0.8 0.5
C -0.561524 6.304275 -2.045241 1.0 0.2 -0.4
C -0.728201 4.996872 -2.810435 -0.9 0.4 1.1
C -0.029593 3.980845 -1.944374 2.2 -0.2 0.0
C 0.319331 4.670319 -0.578756 -1.2 -1.8 -0.8
H -4.158896 5.398577 1.571112 0.3 0.4 -0.1
H -3.401522 4.472184 2.823602 0.1 -0.1 -0.1
H -3.422878 3.894395 1.134284 0.1 -0.2 0.2
H -1.093313 4.766022 1.716320 -0.3 -0.4 0.2
H -1.860605 6.233003 2.258902 0.2 0.4 -0.4
H -2.376561 6.834210 -0.080372 0.1 -0.1 -0.5
H -2.285028 5.084733 -0.610712 -0.8 0.1 0.3
H 1.202418 7.255921 -0.186234 -0.2 0.2 -0.2
H 0.435749 6.442841 1.180467 0.1 0.3 0.2
H -0.411019 7.809067 0.498917 0.1 0.1 -0.4
H 0.418857 6.736152 -2.253987 -0.1 0.2 -0.2
H -1.329824 7.034194 -2.291854 0.0 0.1 0.6
H -0.297795 5.071063 -3.805215 -0.4 0.0 -0.1
H -1.792709 4.764389 -2.775458 0.0 0.0 -0.8
H 0.941792 3.773869 -2.402130 0.0 -0.2 -0.1
H -0.511474 3.008471 -1.860706 -0.3 0.3 0.4
H 1.383698 4.858297 -0.446509 -0.1 0.4 -0.3
H 0.010071 3.934134 0.164746 -0.2 0.6 0.5
C 1.265332 -2.777048 0.902101 0.5 0.7 -0.6
C 1.938232 -3.532285 1.999439 -0.1 -1.4 1.8
C 3.427319 -3.181650 2.192996 -0.4 -0.3 0.7
N 4.202444 -3.863169 3.373072 0.0 1.4 -1.3
C 4.160605 -5.365065 3.071152 0.1 1.2 1.1
C 5.684525 -3.346765 3.368892 -0.6 0.3 -0.9
C 5.955171 -2.661573 4.685193 0.0 -0.2 0.4
C 4.581867 -2.269105 5.217860 0.6 -0.1 0.5
C 3.602620 -3.280965 4.689857 0.5 -1.5 -0.6
H 1.191199 -1.693071 1.015583 0.2 0.0 0.4
H 0.224699 -3.081794 0.806144 0.2 -0.3 -0.4
H 1.896909 -2.941844 0.025940 -0.7 -0.1 -0.5
H 1.748414 -4.600348 1.871666 0.4 -0.1 -0.5
H 1.381480 -3.383781 2.929601 0.2 0.4 0.2
H 3.349920 -2.125454 2.455473 0.9 0.2 -0.3
H 4.025379 -3.407306 1.311575 -0.1 0.4 -0.1
H 4.731046 -5.936168 3.802242 -0.1 0.2 0.2
H 4.677106 -5.455582 2.118373 -0.5 -0.3 -0.2
H 3.109147 -5.634411 3.103704 0.2 -0.4 -0.3
H 6.359520 -4.133587 3.038570 -0.1 -0.2 0.4
H 5.723771 -2.584816 2.589378 -0.1 -0.1 -0.1
H 6.452221 -3.290611 5.422312 0.1 -0.1 -0.2
H 6.547579 -1.760433 4.538487 0.3 -0.2 0.0
H 4.631741 -2.336038 6.303952 -0.3 0.3 0.0
H 4.347685 -1.243950 4.932037 -0.3 -0.1 0.0
H 3.550690 -4.203861 5.265854 -0.5 0.5 0.7
H 2.648699 -2.803659 4.486223 -0.2 -0.6 0.0
C 2.336215 -4.835815 -3.430502 -0.7 -1.3 0.2
C 1.794624 -3.482576 -3.004808 0.3 0.1 0.6
C 1.857692 -2.427886 -4.103000 0.6 -0.4 1.0
N 1.518549 -1.015477 -3.598757 -1.1 0.7 -0.8
C 0.204471 -0.925457 -2.842157 0.1 0.8 0.4
C 1.360598 -0.068811 -4.793616 1.7 -0.8 -0.8
C 1.713365 1.336894 -4.356194 -1.2 0.1 1.1
C 2.616575 1.180940 -3.128413 1.0 -1.2 -0.3
C 2.710995 -0.347604 -2.901332 -1.0 -0.2 1.0
H 1.762207 -5.300643 -4.234350 0.3 0.4 -0.5
H 2.124897 -5.570334 -2.648919 0.1 0.2 0.4
H 3.406733 -4.944276 -3.596672 0.0 0.5 -0.3
H 2.397606 -3.183384 -2.142923 0.1 0.4 0.0
H 0.789088 -3.602883 -2.598834 -0.1 0.0 -0.3
H 1.267678 -2.761896 -4.955549 -0.4 0.6 0.0
H 2.903027 -2.391361 -4.410607 -0.1 0.3 -0.3
H -0.619976 -1.274919 -3.460464 0.3 -0.5 -0.1
H -0.021426 0.126247 -2.657032 0.3 0.2 -0.2
H 0.187115 -1.307123 -1.822635 0.4 -0.6 -0.3
H 0.416269 -0.142976 -5.327420 -0.1 -0.4 0.3
H 2.174739 -0.451586 -5.412737 -0.3 0.2 -0.6
H 0.782355 1.779523 -3.996905 0.0 0.5 -0.3
H 2.119112 1.928029 -5.173255 0.0 -0.1 0.1
H 2.279921 1.646095 -2.203577 -0.3 0.2 -0.3
H 3.638046 1.511255 -3.317470 -0.1 0.2 0.0
H 2.598857 -0.555108 -1.837329 0.2 -0.3 0.0
H 3.618881 -0.804462 -3.287420 -0.1 0.1 -0.1
```
Positions in Å, forces in eV/Å.

Results
Maximum force: 5.9 eV Å⁻¹
Frontier orbital gap: 6.6 eV
Highest occupied orbital energy: -16.8 eV
Spin multiplicity: 1
Net charge: +4
LUMO energy: -10.2 eV



Entry 2:
Molecular formula: C36H81N3O6
Method: DFT, ωB97M-V/def2-TZVPD

Structure (XYZ):
```
126
Properties=species:S:1:pos:R:3:forces:R:3
C 4.407395 -3.185742 1.678691 -0.2 0.4 -0.1
C 5.620272 -3.799556 1.032508 0.8 -0.9 0.0
C 5.859974 -3.322486 -0.389701 -0.7 0.8 -0.7
O 6.761354 -3.620180 1.909815 -0.7 0.1 -1.0
H 4.406918 -3.352692 2.755836 0.0 -0.3 -0.1
H 3.483157 -3.552416 1.232115 -0.1 0.0 0.1
H 4.439735 -2.105163 1.539427 -0.1 0.2 -0.1
H 5.485631 -4.875737 0.923820 0.1 -0.2 0.5
H 4.971230 -3.528637 -0.986131 -0.2 -0.6 0.0
H 6.701492 -3.725405 -0.953276 0.1 -0.2 0.5
H 5.862694 -2.239319 -0.511519 0.5 0.4 0.5
H 6.887004 -2.670673 1.844550 0.5 0.2 0.4
C 2.952439 1.315875 -7.362202 0.4 -0.6 -0.8
C 2.887926 0.888603 -5.922535 -0.7 -0.3 0.1
C 4.061979 1.396875 -5.094452 0.3 1.8 -0.2
O 1.647557 1.408443 -5.384850 0.9 -0.1 1.6
H 2.429499 2.261530 -7.504928 0.7 0.3 0.0
H 2.467199 0.633062 -8.059623 -0.4 -0.3 0.4
H 3.984075 1.239109 -7.705638 0.1 0.8 -0.1
H 3.006080 -0.194400 -5.887300 -0.9 -0.4 0.1
H 5.036675 1.046854 -5.434365 -0.2 -0.3 -0.4
H 4.131356 1.327322 -4.008889 -0.9 -0.6 0.0
H 4.077839 2.472215 -5.271884 0.2 0.3 0.0
H 0.831963 1.390307 -5.890882 0.6 -0.5 -0.7
C -4.958933 0.317032 -3.384243 0.0 -1.5 -0.1
C -4.807023 -0.836978 -4.464387 0.2 1.9 0.0
C -3.903614 -0.328281 -5.488876 1.9 2.8 -1.8
O -4.140317 -1.942739 -3.980980 -0.4 -1.3 1.5
H -3.981243 0.544319 -2.959319 0.4 0.3 -0.6
H -5.455087 -0.018512 -2.473570 -0.8 -0.2 -0.2
H -5.449880 1.200536 -3.792281 0.1 -0.1 0.1
H -5.709547 -1.046802 -5.038424 -0.8 -0.4 0.8
H -3.722174 -0.839531 -6.434285 -0.6 -0.5 0.2
H -2.902462 -0.103862 -5.120857 0.2 -0.5 0.6
H -4.191981 0.696756 -5.721784 -0.5 0.1 -0.6
H -4.285786 -1.921595 -3.032309 0.2 -0.6 0.2
C 0.768360 4.463991 0.040670 0.8 0.1 0.5
C 0.585674 4.967297 1.517637 -1.7 -0.9 -2.0
C -0.269981 3.891588 2.234019 -0.8 1.1 0.9
C -0.325616 4.150988 3.757973 0.6 -1.3 -0.2
C 1.075294 4.311076 4.371187 -0.8 -0.8 -0.4
C 2.059642 5.219150 3.628747 0.0 1.1 2.1
N 1.891600 5.040728 2.182920 -0.8 1.5 0.7
O 2.746470 5.752004 1.481067 1.2 -0.2 0.6
C 1.889038 6.759106 4.154826 0.7 -1.6 0.1
C 3.453609 4.750332 4.080547 0.5 -0.3 -0.8
C -0.093216 6.368818 1.424207 -0.4 -0.3 0.5
H 1.077411 5.178544 -0.722216 0.1 0.6 0.3
H -0.167891 4.082525 -0.366787 0.1 -0.3 0.4
H 1.557249 3.712837 0.079761 -0.3 -0.6 -0.4
H -1.322785 3.930455 1.954382 0.1 0.5 -0.7
H -0.033178 2.870218 1.935972 0.8 0.0 0.3
H -0.715814 3.227195 4.185117 -0.2 0.0 0.2
H -1.068202 4.901103 4.030007 0.4 0.4 -0.2
H 1.565473 3.337792 4.394390 -0.3 -0.3 -0.3
H 0.950639 4.517554 5.434169 0.4 0.7 -0.1
H 1.105676 7.349297 3.679325 0.4 0.0 0.0
H 1.695506 6.635404 5.220352 -0.6 -0.1 -0.1
H 2.882498 7.200618 4.233625 -0.1 0.4 -1.0
H 3.630210 3.715651 3.786699 -0.2 -0.2 0.0
H 4.282311 5.288596 3.620505 -0.2 0.4 0.2
H 3.520352 4.767211 5.168365 -0.1 0.3 -0.1
H -0.431880 6.678264 2.412970 -0.1 0.2 -0.2
H -0.948413 6.252521 0.758463 -0.3 -0.3 0.3
H 0.441507 7.180260 0.930520 0.7 -0.3 0.3
H 2.663202 5.406020 0.589465 0.0 0.2 -1.0
C -2.896994 -0.545123 2.039346 0.4 0.5 -0.3
C -2.378709 -1.623750 3.113203 0.9 2.7 -1.8
C -3.035060 -1.251029 4.482166 -0.1 -0.6 -0.7
C -4.539990 -1.655367 4.634379 0.9 0.2 0.0
C -4.674168 -3.117418 4.271145 0.8 0.7 -1.1
C -4.116907 -3.366094 2.820909 -0.1 -3.7 1.7
N -2.685790 -2.949403 2.753215 -0.9 -2.9 0.6
O -2.028549 -3.533303 1.593333 -0.8 1.8 -0.1
C -4.125251 -4.995788 2.809233 0.7 0.5 -1.6
C -5.081209 -2.911010 1.736197 0.8 1.1 -0.7
C -0.773045 -1.407625 3.225841 -2.1 -0.5 0.5
H -3.108092 -0.789077 0.998177 0.2 -1.2 0.0
H -2.106473 0.186394 1.871840 -0.1 0.4 0.4
H -3.814573 -0.008688 2.280960 0.0 0.0 0.7
H -2.414761 -1.726113 5.242175 -0.2 0.1 0.3
H -2.885461 -0.171342 4.479814 -0.2 0.1 0.6
H -5.116596 -0.982645 3.999505 -0.3 -0.1 0.0
H -4.884400 -1.581635 5.665905 0.1 0.6 0.1
H -5.675380 -3.541657 4.346575 -0.2 0.4 -0.2
H -4.091372 -3.660815 5.014906 0.3 -0.3 -0.2
H -5.089809 -5.479765 2.962444 -0.2 0.5 0.5
H -3.850935 -5.373451 1.824230 -0.1 0.4 -0.5
H -3.358670 -5.506900 3.391655 -0.1 0.6 0.8
H -4.636544 -3.083004 0.755992 -0.1 -0.7 -0.1
H -6.077595 -3.347926 1.802687 0.2 -0.1 0.1
H -5.170709 -1.826928 1.666487 -0.3 0.2 0.6
H -0.300086 -2.019647 2.457837 0.2 0.1 0.3
H -0.529941 -1.671260 4.255154 0.5 -0.6 -0.2
H -0.471190 -0.362940 3.150890 -0.3 0.0 -0.4
H -1.491382 -4.268266 1.898078 -0.1 0.0 0.6
C -0.490413 0.325941 -0.432826 -1.0 0.8 0.0
C 0.195479 -0.458131 -1.532480 0.1 -0.2 -0.1
C 1.748952 -0.350718 -1.283055 0.7 -0.2 -0.9
C 2.642673 -1.336768 -2.066052 -1.1 -0.5 0.1
C 2.156553 -2.760387 -1.742723 0.0 1.0 -1.2
C 0.611606 -2.941774 -2.023933 0.5 -0.7 0.0
N -0.205380 -1.865194 -1.386409 0.7 -1.5 1.2
O -1.640083 -2.141542 -1.479990 1.2 1.1 -1.2
C 0.368289 -3.056013 -3.516826 -0.7 1.3 -1.1
C 0.310264 -4.293629 -1.350125 -0.8 1.0 0.6
C -0.132100 0.167446 -2.911682 0.3 -0.4 -0.9
H -0.233358 0.055397 0.591295 0.2 -0.3 -0.2
H -1.573339 0.269685 -0.543361 -0.1 -0.5 0.1
H -0.356920 1.401106 -0.552365 0.6 0.2 -0.1
H 2.070586 0.641245 -1.600331 -0.3 0.4 0.2
H 2.060050 -0.480605 -0.246501 -0.6 0.1 0.3
H 3.713763 -1.252263 -1.882412 0.0 0.3 0.6
H 2.607067 -1.194162 -3.146095 -0.5 0.2 -0.2
H 2.513997 -3.078995 -0.763525 -0.6 0.1 0.2
H 2.696310 -3.370361 -2.467086 -0.3 -0.6 0.1
H -0.644156 -3.391531 -3.741476 0.1 -0.6 0.2
H 0.308874 -2.065840 -3.968638 0.4 0.2 0.1
H 1.115857 -3.559066 -4.130164 0.0 -0.5 0.4
H -0.713954 -4.654817 -1.443016 -0.1 0.0 -0.6
H 1.002314 -5.062320 -1.694048 0.0 0.1 0.4
H 0.354923 -4.000213 -0.301319 0.6 -0.8 0.4
H -0.389012 1.226735 -2.913862 0.2 0.1 0.4
H -0.902307 -0.316374 -3.512342 -0.6 -0.3 0.7
H 0.709264 0.028811 -3.590632 0.3 0.4 0.2
H -1.854289 -2.749354 -0.768453 0.4 0.0 0.6
```
Positions in Å, forces in eV/Å.

Results
Expectation value of S²: 0.7538
Maximum force: 4.0 eV Å⁻¹
Frontier orbital gap (alpha / beta): 7.3 / 3.5 eV
Highest occupied orbital energy (alpha / beta): -9.8 / -9.8 eV
Spin multiplicity: 2
Net charge: +1
LUMO energy (alpha / beta): -2.5 / -6.3 eV